ORCA calculation (ωB97M-V/def2-TZVPD) on 13 unconnected molecules or ions with the total composition C62H161N11O19.

Each line ends with the Mulliken charge.
Geometry (Å):
1 C -20.86365 -3.60071 -7.48756  -1.4671
2 C -20.17904 -4.87216 -6.98838  2.7572
3 C -19.08107 -4.58823 -5.95958  -0.0053
4 O -21.24564 -5.69282 -6.49247  2.0753
5 H -21.57785 -3.04510 -6.87984  -0.2345
6 H -21.42472 -3.89330 -8.37508  0.0452
7 H -20.15741 -2.91649 -7.95787  -0.0802
8 H -19.62376 -5.25929 -7.84271  -0.2642
9 H -18.32937 -3.95385 -6.42927  0.4202
10 H -18.55802 -5.52118 -5.74950  -0.3268
11 H -19.45525 -4.14521 -5.03664  -1.3413
12 H -21.98058 -5.10319 -6.30864  -2.0478
13 C -17.62287 -3.44526 -2.05642  0.5151
14 C -18.21304 -4.09698 -0.74900  1.4873
15 C -17.28723 -4.04888 0.48721  -1.8709
16 O -19.43370 -3.47320 -0.39617  -0.7135
17 H -17.35494 -2.40635 -1.86415  0.2468
18 H -18.30287 -3.60937 -2.89235  -0.5333
19 H -16.72734 -3.95147 -2.41682  -0.3960
20 H -18.48789 -5.10172 -1.07000  -0.4965
21 H -16.42226 -4.70905 0.55111  0.3752
22 H -17.79451 -4.26768 1.42684  0.4793
23 H -16.81470 -3.07732 0.63175  0.4576
24 H -19.94095 -3.32110 -1.19690  0.5422
25 C -15.94141 0.34531 -5.29485  -0.6690
26 O -14.95841 -0.07175 -4.41575  -0.4076
27 C -15.25894 0.08495 -3.08499  -0.2676
28 C -14.23856 -0.71773 -2.19481  -1.0012
29 N -14.32779 -2.16313 -2.13179  0.5387
30 C -13.24338 -2.86684 -1.50729  -1.1339
31 C -13.77290 -3.71904 -0.33865  0.2834
32 O -12.71438 -4.29337 0.42666  -0.4701
33 C -13.15477 -5.40918 1.20689  -0.5691
34 H -16.82782 -0.28606 -5.23346  0.1565
35 H -15.58175 0.35974 -6.32370  0.1886
36 H -16.29290 1.35299 -5.07316  0.4900
37 H -16.21636 -0.40484 -2.90734  -0.0025
38 H -15.35742 1.14788 -2.86460  0.5272
39 H -14.19448 -0.34659 -1.17089  0.4887
40 H -13.25272 -0.48838 -2.59929  0.4653
41 H -14.56716 -2.44323 -3.07218  -0.2945
42 H -12.53421 -2.17687 -1.05000  0.5695
43 H -12.68274 -3.35711 -2.30317  0.1738
44 H -14.43240 -4.49178 -0.73366  -0.0024
45 H -14.47948 -3.15994 0.27474  0.4149
46 H -12.33466 -5.74041 1.84392  0.2741
47 H -13.43806 -6.19207 0.50338  0.1264
48 H -14.06757 -5.23727 1.77728  0.2971
49 C -15.06921 -2.10158 -8.37568  -0.7554
50 O -15.13857 -2.82016 -7.13075  -0.1895
51 C -15.46930 -4.16818 -7.28096  -0.3857
52 C -15.49365 -4.82239 -5.86091  0.4293
53 N -14.16015 -5.08946 -5.32943  -0.2954
54 C -14.27163 -5.80655 -4.08493  0.7530
55 C -12.85560 -6.33294 -3.58095  -1.2606
56 O -13.11978 -6.99760 -2.38026  -0.1650
57 C -11.94900 -7.34614 -1.64135  -0.9774
58 H -14.34070 -2.47695 -9.09434  0.3255
59 H -14.93086 -1.03117 -8.22341  0.2978
60 H -15.97301 -2.37052 -8.92240  0.0983
61 H -14.73348 -4.65482 -7.92116  0.5752
62 H -16.48253 -4.26743 -7.67036  -0.1459
63 H -16.09334 -5.72338 -5.99009  -0.2473
64 H -16.10495 -4.29018 -5.13209  0.1331
65 H -13.87208 -4.15155 -5.08979  0.4922
66 H -15.03029 -6.58913 -4.07507  -0.4125
67 H -14.48957 -5.08060 -3.30160  -0.2541
68 H -12.12790 -5.52536 -3.50126  0.5987
69 H -12.41401 -7.04717 -4.27591  0.5724
70 H -11.35031 -6.47404 -1.37847  0.2847
71 H -11.42707 -7.97798 -2.36001  0.3809
72 H -12.31473 -7.91375 -0.78568  0.2538
73 C -18.67144 -0.19143 -12.59488  -0.6916
74 O -19.99471 -0.43821 -12.17086  -0.2720
75 C -20.43499 0.56049 -11.29193  -0.5945
76 C -21.74139 0.24659 -10.60358  0.3558
77 N -22.91569 0.21686 -11.53727  -0.5174
78 C -24.09006 -0.32876 -10.84839  -0.7291
79 C -24.04948 -1.81296 -10.89278  -0.1102
80 O -24.29393 -2.23647 -12.22385  -0.5314
81 C -23.87976 -3.52534 -12.49461  -0.5188
82 H -18.62252 0.53274 -13.40806  0.2827
83 H -18.40393 -1.15475 -13.02909  0.1471
84 H -18.10329 -0.05211 -11.67514  0.3572
85 H -20.64054 1.45171 -11.88490  0.3077
86 H -19.73756 0.72222 -10.47002  0.3201
87 H -21.95418 0.90849 -9.76410  0.1732
88 H -21.53026 -0.69357 -10.09404  -0.2048
89 H -22.82795 -0.49561 -12.24777  0.3928
90 H -25.11165 -0.09792 -11.15034  0.4039
91 H -24.08750 -0.02713 -9.80096  0.0924
92 H -24.78419 -2.31173 -10.26069  0.6359
93 H -23.11110 -2.23540 -10.53351  -0.0077
94 H -24.15809 -3.75832 -13.52242  0.3766
95 H -24.33462 -4.27919 -11.85203  0.2446
96 H -22.81263 -3.62263 -12.29496  0.1370
97 C -23.81687 -7.68632 -5.10230  -0.3048
98 O -24.92740 -6.73970 -5.01640  -0.4796
99 C -25.30342 -6.49597 -3.63720  0.2942
100 C -26.14961 -5.23590 -3.48682  -1.1340
101 N -25.35647 -4.00875 -3.36753  -0.0827
102 C -26.16241 -2.77509 -3.46025  -1.1869
103 C -25.34756 -1.47186 -3.64173  0.3780
104 O -26.18846 -0.39709 -4.02903  -0.4348
105 C -25.42432 0.83374 -3.98447  -0.3959
106 H -24.12212 -8.64095 -4.67379  0.5231
107 H -23.00778 -7.29813 -4.48360  -0.0920
108 H -23.57216 -7.90274 -6.14219  -0.1786
109 H -24.40867 -6.32427 -3.03884  -0.4405
110 H -25.85841 -7.30520 -3.16260  0.5895
111 H -26.82606 -5.32487 -2.63676  0.7021
112 H -26.75979 -5.22794 -4.38998  0.0989
113 H -25.02556 -4.05330 -2.41433  0.4409
114 H -26.86914 -2.66880 -2.63725  0.5067
115 H -26.76432 -2.89709 -4.36077  0.3260
116 H -24.68097 -1.61349 -4.49244  -0.2704
117 H -24.92454 -1.38778 -2.64069  0.3777
118 H -24.55062 0.67452 -4.61645  0.0060
119 H -25.06655 1.21650 -3.02865  0.3153
120 H -26.10819 1.59176 -4.36635  0.2808
121 C -16.70262 -9.61453 -12.26505  -0.9369
122 O -18.04306 -9.13304 -12.52948  -0.4262
123 C -18.42524 -8.96293 -13.93199  -0.7012
124 C -19.92257 -8.83710 -14.28299  -0.7045
125 N -20.40598 -7.86260 -13.34335  -0.1216
126 C -21.84702 -7.85142 -13.25816  -1.0884
127 C -22.26910 -6.93240 -12.08057  -0.5195
128 O -21.60856 -7.17784 -10.84553  0.4263
129 C -22.34363 -8.03513 -9.97689  -0.3215
130 H -16.43504 -9.59336 -11.20862  0.2337
131 H -16.04977 -8.92534 -12.80068  0.3315
132 H -16.67843 -10.65430 -12.59126  0.3484
133 H -18.10838 -9.83025 -14.51116  0.4017
134 H -17.89257 -8.10401 -14.34019  0.3436
135 H -20.49156 -9.75783 -14.15408  0.3894
136 H -20.06701 -8.72250 -15.35728  0.4211
137 H -20.09394 -7.98506 -12.39060  -0.0714
138 H -22.27464 -8.84334 -13.11210  0.4281
139 H -22.27645 -7.43914 -14.17124  0.4378
140 H -23.34266 -7.01572 -11.91132  0.6046
141 H -21.96947 -5.92398 -12.36591  -0.0214
142 H -21.73369 -8.23498 -9.09590  -0.6038
143 H -22.38374 -8.98285 -10.51384  0.6369
144 H -23.36416 -7.69820 -9.79497  0.2354
145 C -20.22468 -1.74469 -3.44122  -0.9138
146 O -20.65576 -2.89630 -2.71892  -0.2999
147 C -21.76668 -3.53236 -3.38039  -0.2127
148 C -21.70909 -5.05625 -3.28207  0.7186
149 N -21.95280 -5.58678 -1.93519  0.0151
150 C -21.90415 -7.02720 -1.74699  -0.5320
151 C -20.58783 -7.53106 -1.21101  -0.4721
152 O -20.27538 -7.08960 0.11846  -0.4248
153 C -19.12190 -7.64956 0.76928  -0.5101
154 H -19.57949 -1.14294 -2.80112  0.3836
155 H -21.05853 -1.12883 -3.77811  0.3594
156 H -19.65782 -2.06194 -4.31651  0.0823
157 H -21.81944 -3.34407 -4.45271  -0.5057
158 H -22.70013 -3.13391 -2.98288  0.7532
159 H -20.79719 -5.40397 -3.76749  0.3771
160 H -22.48374 -5.44395 -3.94366  -1.2876
161 H -22.81096 -5.20383 -1.56505  0.4368
162 H -22.11813 -7.61616 -2.63887  -0.0664
163 H -22.79696 -7.29786 -1.18329  0.6640
164 H -19.73708 -7.26946 -1.84022  0.1683
165 H -20.70826 -8.61409 -1.18618  0.5450
166 H -18.39704 -8.03262 0.05099  0.1835
167 H -19.33053 -8.43419 1.49655  0.3244
168 H -18.64481 -6.76173 1.18429  0.1232
169 C -16.55277 -6.95922 -10.05020  -1.2377
170 C -18.04242 -6.81011 -9.88580  1.8481
171 C -18.54582 -5.54215 -10.73178  -0.8695
172 O -17.89580 -4.40563 -10.14267  -0.0457
173 C -18.26757 -3.23787 -10.89120  -1.0716
174 N -18.76144 -8.03291 -10.06546  0.3680
175 H -16.26735 -7.94594 -9.68546  0.3306
176 H -15.88546 -6.28701 -9.51080  -0.2795
177 H -16.38802 -6.88829 -11.12533  0.2719
178 H -18.15257 -6.52930 -8.83836  -0.3102
179 H -19.63139 -5.45536 -10.77773  0.4180
180 H -18.31966 -5.75408 -11.77678  0.6536
181 H -17.78871 -3.12391 -11.86373  0.3433
182 H -18.04766 -2.31610 -10.35260  0.2078
183 H -19.34103 -3.10563 -11.02643  0.4892
184 H -19.72372 -7.72854 -10.02705  -1.0530
185 H -18.61687 -8.45801 -10.97016  0.3528
186 C -19.31161 -8.71654 -6.43144  -0.3285
187 C -18.79095 -10.05854 -6.91452  0.8952
188 C -19.79281 -10.95951 -7.68467  -1.0420
189 O -21.00026 -11.26887 -6.97965  -0.4495
190 C -22.10048 -10.50631 -7.33139  -0.2109
191 N -17.61211 -9.67959 -7.67214  -0.3422
192 H -19.98764 -8.88705 -5.59357  0.9314
193 H -20.03644 -8.27082 -7.11264  -0.3587
194 H -18.61104 -7.92607 -6.16225  -0.3997
195 H -18.43716 -10.64214 -6.06460  0.0548
196 H -19.31099 -11.91515 -7.89129  0.3118
197 H -20.08043 -10.64100 -8.68662  0.2761
198 H -21.98632 -9.49061 -6.95269  -0.1717
199 H -22.93007 -10.87934 -6.73078  0.3791
200 H -22.39334 -10.63576 -8.37330  0.2998
201 H -17.83018 -8.91410 -8.29389  0.0934
202 H -16.97475 -9.22035 -7.03734  0.3409
203 C -24.37087 -5.31794 -8.35541  -1.5294
204 C -24.97086 -4.31233 -7.33768  2.1524
205 C -26.49333 -4.40680 -7.04700  -0.8634
206 O -27.01725 -4.08329 -8.31703  -0.2198
207 C -28.40993 -4.03993 -8.31265  -0.8816
208 N -24.15376 -4.48643 -6.15931  2.1932
209 H -24.79070 -5.27805 -9.36052  0.6188
210 H -24.46390 -6.32508 -7.94907  0.2872
211 H -23.29542 -5.23198 -8.51071  0.1199
212 H -24.70420 -3.33194 -7.73245  -1.5689
213 H -26.77791 -3.61807 -6.35057  0.2681
214 H -26.78899 -5.35455 -6.59706  0.4534
215 H -28.69058 -3.76497 -9.32938  0.2536
216 H -28.77489 -3.24198 -7.66598  0.3163
217 H -28.81783 -5.01881 -8.06064  0.3224
218 H -24.55448 -4.00840 -5.36493  -1.2980
219 H -24.33682 -5.42549 -5.83565  -0.4321
220 C -19.24541 0.26735 -7.39943  -0.9088
221 C -20.36665 1.26153 -7.34166  0.8643
222 C -21.73986 0.70387 -6.79983  -1.0873
223 O -22.27787 -0.19174 -7.77172  0.2008
224 C -23.44706 -0.89791 -7.24800  0.2719
225 N -19.99608 2.28187 -6.38172  -0.6937
226 H -18.36755 0.70806 -7.87191  0.5742
227 H -19.46510 -0.63559 -7.96910  -0.3220
228 H -18.98105 -0.07726 -6.39970  0.1218
229 H -20.48841 1.72741 -8.31953  0.2400
230 H -22.43394 1.52393 -6.61576  0.5966
231 H -21.73946 0.23891 -5.81398  0.2039
232 H -23.93811 -1.45218 -8.04784  -0.3707
233 H -24.11236 -0.15449 -6.80890  0.3194
234 H -23.19484 -1.58682 -6.44185  -0.5596
235 H -19.27214 2.93070 -6.65563  0.2521
236 H -20.82720 2.80706 -6.15035  0.2240
237 C -16.65365 -9.08088 -3.45301  -0.7861
238 C -15.97485 -10.14286 -4.33650  0.8641
239 C -14.90477 -9.44932 -5.14472  -0.9355
240 O -15.52800 -8.58841 -6.16312  -0.2442
241 C -14.45454 -8.01736 -6.93107  -0.0614
242 N -15.35391 -11.07189 -3.40163  -0.8024
243 H -17.60125 -9.48183 -3.09332  0.4724
244 H -16.87785 -8.25189 -4.12429  -0.4024
245 H -16.03161 -8.69396 -2.64588  0.3509
246 H -16.68163 -10.66080 -4.98481  -0.1158
247 H -14.30305 -10.14978 -5.72386  0.5600
248 H -14.23138 -8.86319 -4.51933  0.3146
249 H -13.88216 -7.41293 -6.22740  0.0563
250 H -14.88336 -7.30505 -7.63595  -0.5053
251 H -13.73655 -8.63565 -7.46986  0.4446
252 H -14.75858 -11.71889 -3.89870  0.2790
253 H -14.69038 -10.63080 -2.78092  0.2703

Forces on atoms 1 to 2 (eV/Å):
C 0.447 0.187 -1.802
C -0.616 1.752 0.870

- charge = 0
- E (eV) = -122183.3870
- spin multiplicity = 1
- frontier orbital gap (eV) = 8.628